Below is a structure of composition C22H33Cl2EuN4O3, with properties calculated with ωB97M-V with the def2-TZVPD basis set.

Computed properties:
**F_max**: 3.9 eV/Å
**2S+1**: 8
**Net charge**: -1
**Orbital gap (alpha / beta)**: 2.56 / 6.27 eV
**E_tot**: -2933.52382 Eh
**⟨S²⟩**: 15.84
**HOMO level (alpha / beta)**: -0.5 / -4.3 eV

Each line ends with the natural charge from an NBO analysis.
Geometry (Å):
O -1.3382 -1.9013 -0.5317  -0.771
C -0.9740 -3.0694 -0.7450  0.212
C -1.7767 -3.8951 -1.6573  -0.155
C -3.1297 -3.5471 -1.8889  -0.222
H -3.5226 -2.6151 -1.4704  0.228
C -3.9406 -4.3826 -2.6635  -0.221
H -5.0159 -4.1554 -2.7806  0.197
C -3.3811 -5.5204 -3.2758  -0.295
H -4.0226 -6.1964 -3.8515  0.189
C -2.0155 -5.8114 -3.1241  -0.248
H -1.5942 -6.6889 -3.6375  0.191
C -1.2153 -4.9903 -2.3413  -0.177
H -0.1497 -5.1770 -2.2404  0.193
H -0.0104 -3.4258 -0.3334  0.131
C -0.2405 -3.6674 2.1551  -0.756
C 0.5448 -2.5237 1.7030  0.221
H 0.2823 -4.2038 2.9676  0.210
H -0.4211 -4.3698 1.3243  0.257
H -1.2416 -3.3267 2.4999  0.252
C 1.3929 -1.6932 2.2824  -0.369
C 1.9353 -1.7610 3.7163  -0.629
H 1.8453 -0.8606 1.7294  0.219
H 1.8087 -2.7576 4.1673  0.208
H 1.4415 -1.0348 4.3812  0.209
H 3.0029 -1.4985 3.7250  0.211
Eu -0.3395 0.0834 0.0458  1.726
Cl -2.7556 0.1217 1.2913  -0.695
Cl 1.3230 -1.3806 -1.8373  -0.736
C -0.5904 1.6410 2.9526  0.549
O 0.1757 1.5264 1.9697  -0.705
N -0.5049 2.6231 3.8394  -0.399
C 0.5077 3.6602 3.7113  -0.421
C -1.3784 2.6807 4.9972  -0.400
H -1.3952 0.9091 3.1088  0.197
H 1.1092 3.4892 2.8186  0.249
H 1.1471 3.6605 4.5988  0.190
H 0.0239 4.6392 3.6550  0.201
H -2.0615 1.8283 4.9642  0.228
H -1.9527 3.6128 4.9971  0.201
H -0.7843 2.6330 5.9159  0.190
H 4.9373 2.9345 -0.6814  0.191
H 4.5704 2.2088 -3.2059  0.189
C 4.5433 1.9518 -0.3913  -0.422
C 4.3028 1.2262 -2.7750  -0.403
N 3.7071 1.4068 -1.4505  -0.406
H 3.9525 2.0419 0.5258  0.242
C 2.4160 1.2074 -1.2327  0.570
O 1.8451 1.2987 -0.1137  -0.740
H 3.5646 0.7299 -3.4205  0.243
H 1.8408 0.9221 -2.1175  0.204
H 5.4027 1.2960 -0.2137  0.195
H 5.2120 0.6104 -2.6966  0.200
N 0.0676 3.6763 -0.5402  -0.836
C -0.7409 3.2285 -1.5267  0.383
C -1.2012 4.1000 -2.5429  -0.395
C -2.0798 3.6057 -3.4902  -0.345
C -2.4766 2.2631 -3.4339  -0.270
C -1.9466 1.4545 -2.4292  -0.078
N -1.1004 1.9236 -1.4836  -0.713
H 0.6539 3.0331 0.0030  0.408
H 0.3656 4.6375 -0.6350  0.372
H -0.8075 5.1225 -2.5253  0.177
H -2.4554 4.2590 -4.2762  0.182
H -3.1734 1.8217 -4.1440  0.200
H -2.1881 0.3852 -2.3411  0.192